Entry 1:
{
  "formula": "C25H50Br2O11",
  "method": "ωB97M-V/def2-TZVPD",
  "lumo_energy_ha": 0.01212,
  "charge": 0,
  "smiles": "CCOC(C)=O.CCOC(C)=O.CCOC(C)=O.CCOC(C)=O.CCOC(C)=O.CC(C)=O.BrCCBr",
  "elements": ["C", "C", "O", "C", "H", "H", "H", "H", "H", "H", "O", "C", "O", "C", "C", "C", "H", "H", "H", "H", "H", "H", "H", "H", "O", "C", "O", "C", "C", "C", "H", "H", "H", "H", "H", "H", "H", "H", "O", "C", "O", "C", "C", "C", "H", "H", "H", "H", "H", "H", "H", "H", "O", "C", "O", "C", "C", "C", "H", "H", "H", "H", "H", "H", "H", "H", "O", "C", "O", "C", "C", "C", "H", "H", "H", "H", "H", "H", "H", "H", "Br", "C", "C", "Br", "H", "H", "H", "H"],
  "xyz": [[-14.898, 12.130, 5.176], [-15.457, 13.452, 4.746], [-16.190, 13.573, 3.760], [-15.248, 14.571, 5.771], [-15.043, 11.401, 4.379], [-15.265, 11.874, 6.170], [-13.811, 12.097, 5.246], [-14.329, 14.632, 6.354], [-16.128, 14.521, 6.412], [-15.460, 15.489, 5.223], [-20.626, 23.616, 3.280], [-19.913, 22.548, 3.337], [-20.265, 21.449, 3.974], [-21.399, 21.499, 4.798], [-22.631, 21.176, 4.154], [-18.685, 22.225, 2.599], [-21.283, 22.395, 5.407], [-21.246, 20.566, 5.340], [-23.449, 21.314, 4.862], [-22.661, 20.113, 3.915], [-22.714, 21.782, 3.252], [-18.719, 21.284, 2.050], [-17.801, 22.213, 3.236], [-18.587, 22.967, 1.807], [-22.591, 18.755, -2.487], [-23.128, 19.161, -1.479], [-22.652, 19.247, -0.242], [-21.296, 19.055, -0.026], [-20.980, 19.454, 1.428], [-24.574, 19.654, -1.610], [-20.659, 19.755, -0.565], [-20.857, 18.074, -0.207], [-19.894, 19.553, 1.416], [-21.301, 18.675, 2.120], [-21.450, 20.419, 1.619], [-24.939, 19.745, -0.587], [-25.173, 18.911, -2.136], [-24.864, 20.588, -2.091], [-13.199, 17.236, 8.222], [-13.859, 16.554, 8.981], [-15.148, 16.320, 8.931], [-15.904, 17.060, 8.005], [-16.234, 18.468, 8.552], [-13.206, 15.743, 10.082], [-16.807, 16.498, 7.769], [-15.312, 17.227, 7.105], [-15.476, 19.233, 8.385], [-16.481, 18.461, 9.613], [-17.182, 18.834, 8.156], [-12.374, 15.202, 9.632], [-13.827, 15.044, 10.643], [-12.679, 16.363, 10.807], [-17.945, 22.024, 6.139], [-17.097, 22.926, 6.150], [-17.212, 24.140, 6.734], [-18.414, 24.553, 7.416], [-18.296, 25.962, 8.041], [-15.656, 22.550, 5.817], [-18.609, 23.849, 8.225], [-19.174, 24.526, 6.635], [-17.314, 26.184, 8.457], [-19.099, 26.397, 8.636], [-18.236, 26.605, 7.162], [-15.006, 23.196, 6.406], [-15.599, 22.599, 4.730], [-15.515, 21.528, 6.170], [-8.710, 18.054, 6.596], [-9.000, 18.534, 5.530], [-10.260, 18.645, 4.974], [-11.354, 18.321, 5.806], [-12.462, 19.392, 5.755], [-8.064, 19.268, 4.630], [-11.117, 18.021, 6.827], [-11.876, 17.441, 5.432], [-13.119, 19.342, 6.623], [-12.971, 19.499, 4.797], [-12.012, 20.350, 6.016], [-8.396, 20.259, 4.322], [-7.816, 18.807, 3.674], [-7.228, 19.492, 5.293], [-19.591, 17.459, 4.290], [-18.139, 18.774, 4.424], [-16.864, 18.219, 3.866], [-15.641, 19.793, 3.639], [-17.996, 19.196, 5.419], [-18.386, 19.601, 3.758], [-16.958, 17.762, 2.881], [-16.335, 17.572, 4.566]],
  "forces_ev_per_angstrom": [[0.79, -0.51, -0.98], [-0.93, 0.01, -0.28], [1.58, 0.10, 1.74], [-1.12, 0.59, -1.25], [-0.78, -0.27, 0.39], [-0.25, -0.26, -0.20], [0.21, 0.70, 0.30], [-0.07, -0.32, -0.24], [0.12, -0.31, 0.46], [0.49, 0.25, 0.03], [3.03, -4.05, 0.53], [-3.22, 2.85, -0.64], [0.40, 0.15, -0.60], [2.15, -1.19, 2.59], [-2.29, 0.16, -1.68], [1.06, 1.11, -1.57], [-0.66, -0.10, 0.06], [0.50, 0.54, 1.30], [-0.18, 0.37, -0.23], [0.07, 0.07, -0.37], [-0.76, -0.03, -0.03], [-0.32, -0.19, 0.50], [-0.09, 0.06, 0.06], [0.39, 0.25, 0.20], [0.93, -0.05, 1.37], [-1.58, 0.72, -2.89], [-0.83, -0.16, -0.37], [2.53, 0.69, 1.50], [-0.33, -0.55, -1.05], [-0.57, -0.50, 1.58], [-0.53, 0.06, -0.89], [-0.78, -0.32, -0.34], [0.01, -0.01, 0.57], [0.05, 0.32, 0.18], [0.11, -0.11, 0.26], [-0.41, -0.06, -0.01], [0.24, -0.24, 0.12], [1.12, 0.18, -0.18], [-0.99, -0.04, 0.25], [2.13, -0.58, 0.54], [-0.82, -0.32, 0.26], [-0.31, 1.94, -0.59], [-0.82, -0.17, 0.32], [0.74, -0.15, 0.21], [0.15, -0.04, 0.21], [-0.05, -0.35, -0.17], [0.14, -0.31, -0.11], [0.39, -0.33, 0.23], [0.08, 0.01, -0.59], [-0.13, -0.20, -0.20], [-0.26, 0.20, -0.35], [-0.30, 0.42, -0.06], [0.54, 2.44, -0.26], [-0.67, -2.49, 1.93], [0.69, 0.16, -0.30], [-0.69, -0.24, 0.63], [1.27, 0.55, -2.27], [-0.95, 0.76, 0.40], [-0.19, -0.39, -0.34], [-0.45, -0.02, 0.48], [-0.10, -0.58, 0.66], [-0.08, -0.87, 0.14], [-0.26, 0.41, -0.15], [0.27, 0.17, -0.70], [0.74, 0.08, 0.13], [-0.11, 0.05, -0.32], [-0.56, 0.02, -0.69], [-1.12, 0.77, -0.65], [0.89, -0.32, 1.06], [-2.53, -0.77, 0.16], [1.35, 1.06, 0.92], [1.03, 0.89, 0.29], [0.55, 0.58, -0.07], [0.47, -0.44, -0.40], [-0.47, -0.89, -0.35], [0.01, -0.27, 0.23], [0.36, 0.39, -0.52], [-0.74, -0.10, 0.24], [0.21, -0.52, 0.41], [0.60, -0.41, -0.59], [0.47, 0.31, 0.39], [0.07, 0.66, -0.87], [0.84, 0.10, 0.25], [-0.39, -0.72, -0.08], [-0.37, -0.37, 0.06], [-0.61, -0.08, 0.28], [-0.02, 0.09, 0.22], [-0.07, -0.07, -0.25]]
}


Entry 2:
{
  "formula": "C37H16AsF9N4OSW",
  "method": "ωB97M-V/def2-TZVPD",
  "lumo_energy_ha": [-0.08727, -0.08720],
  "charge": 0,
  "de_lowest_kcal_mol": 27.0,
  "elements": ["W", "S", "C", "C", "C", "C", "C", "C", "As", "C", "C", "C", "C", "C", "C", "C", "C", "C", "C", "C", "C", "H", "H", "H", "H", "H", "H", "H", "H", "H", "H", "H", "H", "H", "H", "F", "C", "C", "F", "C", "F", "C", "O", "C", "F", "C", "F", "F", "C", "C", "F", "C", "C", "C", "F", "C", "C", "C", "N", "C", "N", "F", "C", "C", "N", "C", "N", "C", "H", "H"],
  "xyz": [[0.033, -0.069, 0.619], [-0.137, -0.804, 2.911], [-1.435, -1.951, 3.229], [-1.611, -2.343, 4.558], [-2.618, -3.229, 4.891], [-3.458, -3.739, 3.908], [-3.279, -3.360, 2.588], [-2.261, -2.474, 2.243], [-1.978, -1.857, 0.443], [-0.262, -2.800, 0.017], [0.595, -3.349, 0.962], [1.712, -4.079, 0.560], [1.969, -4.266, -0.786], [1.096, -3.744, -1.741], [-0.007, -3.021, -1.342], [-3.082, -3.152, -0.459], [-2.707, -4.486, -0.566], [-3.589, -5.390, -1.140], [-4.831, -4.969, -1.604], [-5.199, -3.638, -1.494], [-4.321, -2.725, -0.921], [-0.963, -1.935, 5.323], [-2.753, -3.519, 5.925], [-4.248, -4.431, 4.167], [-3.938, -3.759, 1.830], [0.397, -3.232, 2.016], [2.376, -4.494, 1.307], [2.843, -4.823, -1.100], [1.283, -3.901, -2.795], [-0.683, -2.631, -2.093], [-1.751, -4.829, -0.197], [-3.303, -6.431, -1.223], [-5.510, -5.683, -2.051], [-6.163, -3.305, -1.854], [-4.610, -1.685, -0.836], [-1.627, 2.516, -5.600], [-1.163, 1.838, -4.554], [-1.829, 1.897, -3.340], [-2.936, 2.624, -3.214], [-1.329, 1.180, -2.273], [-1.940, 1.201, -1.075], [-0.179, 0.418, -2.373], [0.307, -0.256, -1.304], [0.467, 0.358, -3.595], [1.574, -0.370, -3.733], [-0.020, 1.070, -4.679], [0.613, 1.011, -5.847], [2.100, 1.989, -1.205], [3.158, 1.394, -0.628], [4.259, 1.226, -1.357], [4.272, 1.624, -2.632], [5.488, 0.655, -0.803], [5.446, 0.472, 0.646], [4.336, 0.653, 1.355], [4.362, 0.444, 2.671], [2.983, 0.935, 0.790], [2.170, 1.941, 1.577], [0.843, 1.752, 1.412], [-0.410, 1.776, 1.241], [2.749, 3.055, 2.249], [3.237, 3.957, 2.775], [6.570, 0.099, 1.262], [6.560, 0.331, -1.559], [7.777, -0.239, -1.027], [8.775, -0.698, -0.693], [6.594, 0.468, -2.998], [6.693, 0.519, -4.141], [2.162, -0.400, 0.833], [2.543, -1.094, 0.077], [2.351, -0.817, 1.819]],
  "forces_ev_per_angstrom": [[2.21, 1.87, 0.34], [-0.42, 0.03, -0.15], [0.09, -0.11, 0.22], [-0.01, -0.01, 0.00], [0.00, 0.01, -0.01], [0.03, 0.01, -0.02], [0.01, -0.01, 0.09], [-0.09, 0.00, 0.01], [0.02, -1.24, 0.53], [-0.04, 0.09, 0.11], [0.03, -0.20, 0.02], [-0.06, 0.07, 0.05], [-0.05, 0.03, -0.11], [0.13, -0.08, 0.03], [0.01, 0.14, 0.02], [-0.42, 0.36, -0.42], [-0.21, -0.10, -0.03], [0.03, 0.00, 0.01], [0.02, 0.00, 0.01], [0.02, 0.01, 0.01], [-0.07, -0.10, -0.09], [0.00, -0.01, -0.01], [0.00, 0.00, 0.00], [0.00, 0.01, 0.01], [0.00, -0.01, -0.04], [0.01, 0.01, 0.01], [0.00, 0.00, 0.00], [-0.01, 0.00, 0.00], [0.01, -0.01, 0.00], [0.01, 0.04, 0.00], [0.02, 0.01, 0.00], [-0.01, 0.00, 0.00], [0.01, 0.00, 0.00], [0.00, -0.01, 0.00], [0.02, 0.01, 0.01], [0.02, -0.03, 0.05], [-0.08, 0.08, -0.06], [-0.06, -0.02, -0.04], [0.04, -0.04, 0.01], [-0.13, 0.08, 0.25], [-0.16, 0.10, -0.23], [0.29, -0.26, 0.29], [-0.65, 0.76, 0.54], [0.12, 0.04, -0.22], [-0.03, 0.02, 0.06], [0.11, -0.07, -0.07], [-0.04, 0.01, 0.06], [0.23, -0.31, 0.25], [-0.06, 0.11, -0.29], [0.11, 0.03, 0.05], [0.04, -0.02, 0.03], [-0.36, 0.09, 0.20], [0.17, 0.04, -0.14], [-0.08, -0.11, 0.32], [-0.04, 0.01, -0.19], [0.05, 0.03, 0.03], [0.02, 0.39, 0.34], [-0.24, -1.55, -1.01], [-0.41, -0.01, -0.23], [-0.14, -0.05, -0.38], [0.05, -0.02, 0.08], [-0.06, 0.02, -0.05], [0.39, -0.13, -0.32], [-0.26, 0.18, -0.15], [0.03, -0.04, 0.01], [0.01, -0.05, 0.36], [0.00, 0.01, -0.04], [-0.06, 0.09, -0.08], [-0.08, -0.08, 0.00], [-0.02, -0.11, -0.02]]
}


Entry 3:
{
  "formula": "C20H18F2N4O3S",
  "method": "ωB97M-V/def2-TZVPD",
  "lumo_energy_ha": 0.02069,
  "charge": 0,
  "smiles": "O=C(CSc1nnc(CNC(=O)c2c(F)cccc2F)o1)NCCc1ccccc1",
  "elements": ["O", "C", "N", "H", "C", "H", "H", "C", "C", "C", "C", "C", "C", "C", "H", "H", "H", "H", "H", "H", "H", "C", "H", "H", "S", "C", "N", "N", "C", "O", "C", "N", "C", "O", "C", "C", "C", "C", "C", "C", "F", "H", "H", "H", "F", "H", "H", "H"],
  "xyz": [[4.787, 0.786, -2.056], [4.395, 1.155, -0.969], [4.402, 0.401, 0.140], [3.939, 0.754, 0.972], [4.690, -1.016, 0.113], [4.856, -1.301, -0.928], [5.614, -1.208, 0.671], [3.558, -1.820, 0.750], [2.198, -1.677, 0.113], [1.993, -1.140, -1.151], [0.716, -1.048, -1.680], [-0.374, -1.517, -0.968], [-0.180, -2.071, 0.289], [1.092, -2.132, 0.826], [1.236, -2.550, 1.812], [-1.018, -2.467, 0.847], [-1.365, -1.467, -1.401], [0.576, -0.614, -2.659], [2.822, -0.793, -1.746], [3.838, -2.878, 0.729], [3.472, -1.529, 1.801], [3.832, 2.559, -0.749], [4.003, 2.932, 0.258], [4.239, 3.237, -1.497], [2.029, 2.560, -1.055], [1.481, 1.839, 0.405], [2.175, 1.464, 1.441], [1.297, 0.952, 2.330], [0.122, 1.049, 1.810], [0.164, 1.607, 0.572], [-1.176, 0.631, 2.394], [-2.123, 0.318, 1.357], [-3.305, 0.971, 1.262], [-3.677, 1.799, 2.060], [-4.128, 0.551, 0.076], [-4.366, -0.783, -0.239], [-5.178, -1.170, -1.288], [-5.780, -0.194, -2.065], [-5.566, 1.145, -1.794], [-4.755, 1.500, -0.729], [-4.541, 2.798, -0.496], [-6.021, 1.921, -2.389], [-6.416, -0.481, -2.887], [-5.331, -2.219, -1.480], [-3.787, -1.746, 0.509], [-1.828, -0.337, 0.648], [-1.001, -0.222, 3.059], [-1.611, 1.451, 2.980]],
  "forces_ev_per_angstrom": [[0.04, -0.08, -0.51], [0.03, 0.47, 0.39], [0.15, -0.27, 0.31], [-0.01, 0.12, -0.23], [0.06, -0.19, -0.03], [0.03, 0.01, 0.13], [-0.07, -0.07, -0.14], [0.17, 0.09, -0.12], [-0.04, -0.04, 0.08], [0.02, -0.05, 0.01], [-0.06, 0.00, -0.07], [-0.08, -0.03, -0.07], [-0.02, -0.11, 0.01], [0.00, 0.01, -0.04], [0.02, -0.04, 0.12], [-0.10, -0.04, 0.05], [-0.10, 0.00, -0.03], [-0.01, 0.03, -0.09], [0.17, 0.08, -0.07], [0.04, 0.03, 0.10], [0.00, -0.09, 0.04], [-0.36, -0.25, -0.02], [0.07, 0.06, -0.01], [-0.02, -0.06, 0.06], [0.08, 0.25, -0.51], [0.42, -0.18, 0.73], [0.35, 0.78, -1.08], [-1.22, -0.53, 0.88], [0.63, -0.11, 0.29], [0.08, 0.10, -0.10], [-0.30, 0.17, 0.14], [0.29, -0.12, 0.04], [0.09, -0.32, -0.19], [-0.19, 0.27, 0.11], [-0.15, 0.05, 0.05], [-0.13, 0.22, -0.23], [0.09, -0.14, 0.11], [0.14, 0.03, 0.17], [0.05, 0.20, 0.11], [-0.04, -0.25, -0.14], [-0.01, -0.10, 0.02], [-0.02, 0.10, -0.04], [-0.05, -0.02, -0.08], [0.00, -0.11, 0.01], [-0.06, 0.02, -0.05], [-0.18, 0.13, 0.01], [0.04, 0.16, -0.05], [0.12, -0.20, -0.07]]
}


Number 1: strongest force on any atom 5.1 eV/Å. Number 2: strongest force on any atom 2.9 eV/Å. Number 3: strongest force on any atom 1.6 eV/Å.